(1)
Below is one molecule with the formula C2H5NOS2, with properties calculated with ωB97M-V/def2-TZVPD.

* DFT total energy: -27359.74251 eV
* energy relative to the best compared isomer or geometry (same formula, charge and spin): 76.4 kcal/mol
* highest occupied orbital energy: -8.826 eV
* Kohn-Sham gap: 8.84 eV

CARTESIAN COORDINATES (ANGSTROEM)
H -1.472 -1.173 0.745
S 2.241 0.843 0.127
S 1.738 -0.783 -0.712
H -0.163 0.642 -1.194
N -1.836 1.381 0.045
H 2.835 -1.792 -0.264
C -0.921 0.637 -0.313
O 0.398 -1.381 0.092
C -0.501 -0.501 0.611
H -2.260 2.112 -0.647
H -0.058 0.016 1.511



(2)
Below is one molecule with the formula C2H5NOS2, with properties calculated with ωB97M-V/def2-TZVPD.

* DFT total energy: -27360.11461 eV
* energy relative to the best compared isomer or geometry (same formula, charge and spin): 67.8 kcal/mol
* highest occupied orbital energy: -9.011 eV
* Kohn-Sham gap: 8.92 eV

CARTESIAN COORDINATES (ANGSTROEM)
H -3.179 -0.150 -0.297
H 1.805 1.946 0.459
H -2.022 -1.110 0.783
S 0.426 -1.457 -0.158
O 2.797 0.474 -0.448
C -2.111 -0.404 -0.064
H 2.642 -0.490 -0.277
N 1.842 0.951 0.469
C 0.479 0.142 0.218
S -1.015 0.992 0.292
H -1.663 -0.895 -0.978



(3)
Below is one molecule with the formula C2H5NOS2, with properties calculated with ωB97M-V/def2-TZVPD.

* DFT total energy: -27362.21366 eV
* energy relative to the best compared isomer or geometry (same formula, charge and spin): 19.4 kcal/mol
* highest occupied orbital energy: -8.702 eV
* Kohn-Sham gap: 9.24 eV

CARTESIAN COORDINATES (ANGSTROEM)
H -2.941 -0.529 0.980
S -2.316 0.114 -0.038
H -0.907 -1.633 -0.513
N -0.866 -0.733 -0.017
O 0.375 1.133 -0.073
H 1.190 2.908 -0.011
H 2.011 1.751 0.981
C 1.517 1.897 0.028
H 2.199 1.636 -0.762
S 1.698 -1.253 0.020
C 0.382 -0.205 0.027